C22H16FN4O6Ru | wB97M-V/def2-TZVPD

Computed properties:
HOMO level = -0.2100 hartree
Kohn-Sham gap = 6.4 eV
Total charge = -1
LUMO energy = 0.64 eV

Element x y z (Å)
Ru: -0.82 0.29 -0.25
O: 3.80 -4.31 1.08
C: 3.96 -3.22 1.67
O: 4.83 -2.82 2.46
C: 2.88 -2.21 1.33
C: 3.10 -1.19 0.41
C: 2.07 -0.34 0.07
N: 0.84 -0.46 0.61
C: 0.62 -1.45 1.50
C: 1.60 -2.32 1.89
C: -0.80 -1.55 2.00
O: -1.10 -2.30 2.90
O: -1.59 -0.75 1.35
H: 4.07 -1.06 -0.04
H: 2.19 0.47 -0.64
H: 1.35 -3.10 2.60
N: -2.51 1.51 -1.19
N: -1.98 2.19 -2.30
C: -0.58 2.23 -2.45
O: -0.10 3.06 -3.21
O: 0.03 1.30 -1.80
H: -3.30 0.95 -1.49
H: -2.79 2.16 -0.46
H: -2.45 3.02 -2.61
F: 2.75 -4.08 -2.34
C: 1.66 -3.36 -2.10
C: 0.79 -3.78 -1.10
C: -0.35 -3.04 -0.87
C: -0.62 -1.88 -1.63
C: -1.85 -1.12 -1.43
C: 0.29 -1.50 -2.62
C: 1.43 -2.23 -2.87
H: 1.03 -4.66 -0.52
H: -1.05 -3.35 -0.10
H: -2.64 -1.59 -0.85
H: -2.21 -0.59 -2.31
H: 0.09 -0.61 -3.20
H: 2.14 -1.95 -3.63
N: -1.67 6.59 3.50
C: -1.52 5.59 2.95
C: -1.33 4.34 2.25
C: -0.28 4.19 1.35
C: -0.11 3.00 0.67
C: -0.99 1.93 0.88
C: -2.04 2.09 1.78
C: -2.22 3.29 2.47
H: 0.40 5.02 1.18
H: 0.72 2.90 -0.02
H: -2.72 1.27 1.96
H: -3.03 3.41 3.17

=====

C52H88F4N3O19 | wB97M-V/def2-TZVPD

Computed properties:
HOMO level = -0.3928 hartree
Kohn-Sham gap = 8.3 eV
Total charge = +1
LUMO energy = -2.42 eV

Element x y z (Å)
C: -5.32 -4.59 3.63
C: -5.06 -3.49 3.16
C: -4.38 -2.27 2.44
C: -4.53 -1.27 3.64
F: -5.77 -1.40 4.25
F: -3.70 -1.64 4.67
C: -4.31 0.28 3.43
F: -3.35 0.73 4.30
F: -5.45 0.95 3.86
N: -5.36 -2.22 1.27
C: -6.69 -1.54 1.38
C: -6.79 0.01 1.31
C: -7.83 0.39 0.21
O: -8.92 -0.13 0.16
O: -7.50 1.34 -0.74
C: -4.65 -2.23 -0.07
C: -4.71 -1.03 -1.04
C: -4.03 0.34 -0.70
C: -2.74 0.68 -1.56
C: -1.43 0.81 -0.71
O: -0.52 -0.26 -1.11
C: 0.69 0.19 -1.58
C: 2.02 -0.30 -0.85
O: 0.82 0.92 -2.55
C: -3.27 -3.01 0.28
C: -3.68 -4.53 0.15
O: -2.57 -5.42 0.13
O: -3.02 -6.59 0.77
N: -2.43 -2.50 -0.81
C: -2.53 -3.28 -2.07
C: -1.80 -2.54 -3.26
C: -2.94 -2.56 1.80
C: -1.97 -1.30 1.80
C: -1.16 -0.97 3.10
C: 0.41 -1.09 2.94
O: 1.09 -0.21 3.85
C: -1.99 -3.61 2.51
C: -0.79 -3.93 1.76
C: 0.08 -4.85 2.41
C: -0.28 -5.36 3.68
N: -1.35 -5.08 4.45
C: -2.15 -4.20 3.78
H: -5.83 -5.35 4.21
H: -4.12 0.64 2.41
H: -5.71 -3.18 1.25
H: -7.29 -1.95 0.53
H: -7.25 -1.90 2.28
H: -7.28 0.37 2.25
H: -5.86 0.60 1.21
H: -8.34 1.83 -0.86
H: -5.31 -2.95 -0.61
H: -5.81 -0.82 -1.19
H: -4.38 -1.32 -2.06
H: -3.89 0.56 0.38
H: -4.76 1.12 -1.03
H: -2.67 -0.06 -2.38
H: -2.89 1.66 -2.06
H: -1.58 0.88 0.38
H: -0.93 1.76 -1.00
H: 2.39 -1.14 -1.48
H: 2.81 0.48 -0.91
H: 1.85 -0.66 0.18
H: -4.29 -4.75 -0.75
H: -4.32 -4.86 1.02
H: -2.21 -6.98 1.12
H: -1.43 -2.48 -0.62
H: -2.00 -4.26 -2.01
H: -3.58 -3.44 -2.38
H: -1.53 -3.33 -3.99
H: -2.45 -1.80 -3.77
H: -0.84 -2.08 -2.93
H: -1.22 -1.36 0.99
H: -2.59 -0.41 1.55
H: -1.29 0.12 3.30
H: -1.41 -1.49 4.04
H: 0.69 -2.13 3.25
H: 0.74 -0.95 1.89
H: 0.89 -0.57 4.73
H: -0.49 -3.53 0.79
H: 1.02 -5.16 1.92
H: 0.42 -6.11 4.12
H: -3.03 -3.91 4.39
O: -0.61 3.55 0.24
C: -1.26 4.34 0.87
O: -1.87 3.94 2.00
C: -2.52 4.83 2.92
C: -3.95 5.11 2.49
C: -1.48 5.75 0.37
H: -1.94 5.73 3.07
H: -2.54 4.31 3.88
H: -3.98 5.62 1.52
H: -4.45 5.74 3.22
H: -4.51 4.18 2.38
H: -2.29 5.74 -0.36
H: -0.57 6.09 -0.11
H: -1.71 6.47 1.15
O: -0.39 -5.31 -3.64
C: -0.07 -6.36 -3.15
O: -0.87 -6.94 -2.24
C: -0.68 -8.26 -1.72
C: 0.31 -8.26 -0.57
C: 1.25 -7.01 -3.48
H: -0.41 -8.95 -2.51
H: -1.66 -8.58 -1.36
H: 1.29 -7.93 -0.89
H: 0.40 -9.26 -0.15
H: -0.02 -7.57 0.21
H: 2.03 -6.55 -2.88
H: 1.47 -6.83 -4.54
H: 1.27 -8.09 -3.34
O: 7.48 -1.06 -4.28
C: 6.40 -0.81 -4.72
O: 5.38 -0.57 -3.86
C: 4.09 -0.09 -4.27
C: 3.20 -1.24 -4.70
C: 6.12 -0.84 -6.20
H: 4.18 0.69 -5.03
H: 3.64 0.38 -3.39
H: 3.61 -1.76 -5.57
H: 2.20 -0.88 -4.95
H: 3.12 -1.98 -3.90
H: 5.95 -1.87 -6.51
H: 7.00 -0.45 -6.71
H: 5.28 -0.22 -6.51
O: 6.20 2.61 -8.20
C: 5.57 3.42 -7.57
O: 4.94 3.03 -6.44
C: 4.30 3.94 -5.53
C: 2.90 4.27 -5.99
C: 5.40 4.83 -8.06
H: 4.92 4.83 -5.37
H: 4.26 3.42 -4.57
H: 2.90 4.78 -6.95
H: 2.40 4.92 -5.26
H: 2.31 3.36 -6.10
H: 4.60 4.85 -8.80
H: 6.33 5.15 -8.53
H: 5.19 5.55 -7.28
O: 5.40 -0.69 1.45
C: 5.07 0.30 2.03
O: 4.39 1.26 1.37
C: 3.80 2.41 2.00
C: 4.81 3.52 2.18
C: 5.48 0.54 3.46
H: 3.31 2.13 2.94
H: 3.01 2.75 1.33
H: 5.63 3.22 2.84
H: 4.34 4.41 2.61
H: 5.26 3.79 1.22
H: 6.50 0.93 3.48
H: 5.45 -0.41 3.99
H: 4.83 1.22 4.00
O: 6.19 6.59 2.39
C: 5.70 6.91 3.44
O: 4.36 7.06 3.54
C: 3.67 7.27 4.77
C: 3.68 8.73 5.18
C: 6.56 7.21 4.64
H: 4.06 6.61 5.55
H: 2.64 6.95 4.59
H: 4.69 9.09 5.35
H: 3.10 8.88 6.09
H: 3.25 9.34 4.38
H: 6.93 8.23 4.56
H: 7.40 6.52 4.64
H: 6.06 7.08 5.60